[1]
H18NO7 | the ωB97M-V functional and the def2-TZVPD basis

Structure (XYZ):
```
26
Properties=species:S:1:pos:R:3
N -0.312 0.103 0.123
H -1.135 0.562 0.554
H -0.236 0.365 -0.869
H -0.462 -0.918 0.145
H 0.519 0.352 0.677
O -0.301 -2.920 3.096
H -0.621 -2.959 4.003
H -0.888 -2.300 2.656
O -2.821 0.724 1.348
H -3.683 1.090 1.125
H -2.949 0.276 2.191
O 1.511 0.655 2.244
H 1.621 0.514 3.190
H 1.963 1.489 2.069
O -0.880 0.359 -2.800
H -0.697 -0.517 -3.157
H -0.347 0.965 -3.326
O 2.115 0.728 -1.836
H 2.296 0.334 -2.697
H 2.959 0.679 -1.370
O -0.246 -2.682 -0.563
H 0.603 -2.715 -1.015
H -0.651 -3.540 -0.731
O 0.891 3.217 -1.316
H 0.396 3.663 -2.008
H 1.357 2.477 -1.732
```

Gap between HOMO and LUMO   11.15 eV
Total charge   +1
Relative energy (zero: lowest compared OMol25 entry of this formula, charge and spin)   34.1 kcal/mol

***

[2]
H18O10V | the ωB97M-V functional and the def2-TZVPD basis

Structure (XYZ):
```
29
Properties=species:S:1:pos:R:3
O -0.740 0.528 0.374
V 0.828 0.306 0.472
O -2.072 -2.147 0.464
H -2.421 -1.498 1.094
H -2.796 -2.782 0.345
O 0.829 1.125 2.583
H 0.713 2.058 2.809
H 0.814 0.662 3.431
O 0.317 -1.543 2.007
H -0.500 -2.045 1.823
H 0.402 -1.550 2.970
O 0.543 -1.686 -0.616
H 0.928 -1.864 -1.485
H 0.178 -2.536 -0.324
O -2.678 1.928 -1.499
H -2.461 0.998 -1.703
H -2.997 2.300 -2.329
O 0.933 2.510 0.243
H 0.853 3.215 0.901
H 1.493 2.889 -0.450
O -2.144 -0.765 -2.199
H -1.835 -1.363 -1.505
H -2.489 -1.342 -2.894
O 2.975 0.252 0.627
H 3.433 -0.134 1.394
H 3.668 0.384 -0.041
O 1.358 0.648 -1.777
H 1.511 1.479 -2.250
H 1.357 -0.029 -2.467
```

<S²>   0.8225
Gap between HOMO and LUMO (alpha / beta)   7.32 / 8.02 eV
Spin multiplicity   2
Total charge   +2
Relative energy (zero: lowest compared OMol25 entry of this formula, charge and spin)   27.2 kcal/mol

***

[3]
H18O9 | the ωB97M-V functional and the def2-TZVPD basis

Structure (XYZ):
```
27
Properties=species:S:1:pos:R:3
O -0.444 -0.210 -0.822
H -0.302 -0.708 -0.009
H 0.387 0.259 -0.957
O -1.233 1.179 2.549
H -1.591 1.971 2.133
H -1.997 0.771 2.972
O -0.695 -3.928 1.500
H -0.857 -3.133 0.980
H 0.128 -3.742 1.964
O 0.566 -2.357 -2.950
H 0.452 -3.121 -3.525
H -0.333 -2.111 -2.704
O -0.751 1.529 -0.075
H -0.532 2.459 -0.206
H -1.243 1.291 -0.868
O -2.057 3.123 0.189
H -2.126 3.138 -0.772
H -2.837 2.635 0.473
O 4.557 -1.325 -0.077
H 4.572 -0.362 -0.067
H 5.465 -1.576 0.125
O 2.471 -1.512 3.435
H 1.546 -1.298 3.270
H 2.910 -1.314 2.600
O -1.817 2.574 -3.323
H -1.536 3.366 -2.852
H -2.703 2.401 -2.984
```

Gap between HOMO and LUMO   8.30 eV
SMILES string   O.O.O.O.O.O.O.O.O
Relative energy (zero: lowest compared OMol25 entry of this formula, charge and spin)   153.1 kcal/mol

***

[4]
H18O9 | the ωB97M-V functional and the def2-TZVPD basis

Structure (XYZ):
```
27
Properties=species:S:1:pos:R:3
O -9.373 14.131 13.156
H -8.597 13.981 13.618
H -9.849 13.292 13.136
O -8.529 9.139 12.603
H -7.937 8.455 12.967
H -9.418 8.658 12.473
O -10.888 11.703 13.064
H -10.751 11.479 12.132
H -10.353 11.031 13.475
O -7.733 11.284 9.724
H -8.061 10.381 9.596
H -7.421 11.317 10.623
O -5.097 10.262 11.929
H -5.618 11.080 11.935
H -5.094 9.950 12.830
O -8.538 13.995 10.249
H -8.920 14.020 11.127
H -8.481 13.031 10.085
O -7.517 11.760 12.438
H -7.887 10.953 12.815
H -7.118 12.376 13.102
O -9.484 10.434 14.995
H -10.194 9.800 15.101
H -8.702 9.899 14.797
O -6.984 13.753 14.293
H -6.503 14.435 13.871
H -6.364 13.203 14.706
```

Gap between HOMO and LUMO   8.99 eV
SMILES string   O.O.O.O.O.O.O.O.O
Relative energy (zero: lowest compared OMol25 entry of this formula, charge and spin)   58.0 kcal/mol

***

[5]
H18O9 | the ωB97M-V functional and the def2-TZVPD basis

Structure (XYZ):
```
27
Properties=species:S:1:pos:R:3
O 0.108 0.597 0.197
H -0.543 1.146 0.649
H 0.920 0.736 0.698
O -1.266 0.220 -1.861
H -2.218 0.237 -2.010
H -0.968 -0.562 -2.340
O -4.248 0.217 -0.366
H -3.790 0.836 -0.946
H -5.155 0.217 -0.692
O 0.883 1.258 3.245
H 1.237 0.514 2.745
H 1.425 1.284 4.041
O -1.302 -3.108 0.106
H -0.738 -2.575 0.678
H -0.742 -3.309 -0.653
O -0.091 3.443 -0.183
H -0.925 3.441 0.299
H 0.151 4.375 -0.227
O -3.433 -1.445 0.357
H -4.343 -1.208 0.565
H -2.909 -0.953 1.000
O 4.242 0.618 -2.025
H 3.601 1.320 -1.867
H 4.309 0.573 -2.985
O 5.266 -2.012 0.543
H 4.940 -2.713 -0.033
H 4.472 -1.671 0.970
```

Gap between HOMO and LUMO   8.95 eV
SMILES string   O.O.O.O.O.O.O.O.O
Relative energy (zero: lowest compared OMol25 entry of this formula, charge and spin)   128.1 kcal/mol

***

[6]
H18O9 | the ωB97M-V functional and the def2-TZVPD basis

Structure (XYZ):
```
27
Properties=species:S:1:pos:R:3
O 0.179 -0.243 2.879
H 0.295 -0.038 1.942
H 0.793 0.355 3.325
O 2.270 0.969 -0.543
H 2.521 0.715 -1.437
H 2.318 1.935 -0.540
O -0.540 0.232 -0.008
H 0.423 0.165 -0.115
H -0.893 -0.268 -0.760
O 0.126 -3.020 2.057
H -0.214 -2.117 2.180
H 0.760 -3.106 2.775
O 1.579 -2.162 -0.780
H 2.433 -2.415 -1.144
H 1.658 -2.291 0.175
O -1.969 -1.003 -2.304
H -2.629 -1.683 -2.487
H -1.157 -1.324 -2.719
O 2.465 1.356 2.419
H 2.310 1.187 1.477
H 3.008 2.149 2.461
O -2.296 2.463 0.680
H -2.991 2.443 0.013
H -1.649 1.799 0.384
O -3.183 1.539 -3.125
H -2.885 1.608 -4.036
H -2.733 0.754 -2.769
```

Gap between HOMO and LUMO   10.10 eV
SMILES string   O.O.O.O.O.O.O.O.O
Relative energy (zero: lowest compared OMol25 entry of this formula, charge and spin)   45.0 kcal/mol

***

[7]
H18O9 | the ωB97M-V functional and the def2-TZVPD basis

Structure (XYZ):
```
27
Properties=species:S:1:pos:R:3
O 4.330 4.375 3.936
H 5.272 4.393 3.847
H 4.071 5.224 4.315
O 6.153 7.527 8.789
H 5.450 8.084 9.183
H 6.196 6.853 9.546
O 7.426 5.779 11.040
H 7.996 6.524 11.215
H 6.910 5.656 11.866
O 9.365 8.058 10.754
H 9.866 7.304 10.510
H 9.135 8.529 9.969
O 7.170 6.117 6.514
H 6.796 6.806 7.062
H 7.194 5.312 7.074
O 8.963 9.144 7.818
H 9.368 8.718 7.022
H 8.025 9.054 7.661
O 7.265 4.234 8.539
H 8.185 4.162 8.627
H 7.001 4.949 9.142
O 8.361 10.026 4.510
H 9.131 10.561 4.863
H 7.942 10.465 3.767
O 9.515 7.630 5.470
H 8.963 6.865 5.756
H 8.876 8.212 4.983
```

Gap between HOMO and LUMO   10.93 eV
SMILES string   O.O.O.O.O.O.O.O.O
Relative energy (zero: lowest compared OMol25 entry of this formula, charge and spin)   40.0 kcal/mol

***

[8]
H18O9 | the ωB97M-V functional and the def2-TZVPD basis

Structure (XYZ):
```
27
Properties=species:S:1:pos:R:3
O 1.366 -1.027 0.417
H 2.143 -0.593 0.787
H 0.910 -0.325 -0.061
O 3.293 -2.066 0.747
H 3.730 -2.914 0.882
H 3.445 -1.590 1.571
O -1.719 -1.243 3.191
H -1.482 -0.413 2.761
H -2.619 -1.097 3.503
O 0.031 1.044 0.002
H -0.131 1.541 -0.808
H -0.696 0.412 0.037
O -4.082 0.058 -0.506
H -3.833 -0.253 0.372
H -3.398 0.699 -0.731
O 6.000 1.737 -0.436
H 6.149 1.989 -1.355
H 5.466 0.937 -0.496
O 0.664 -0.979 -1.905
H -0.296 -0.896 -1.924
H 0.862 -1.577 -2.634
O -3.394 -1.114 -1.930
H -2.562 -1.350 -1.506
H -4.054 -1.638 -1.463
O -1.809 3.739 0.820
H -2.702 3.697 0.460
H -1.281 3.224 0.200
```

Gap between HOMO and LUMO   8.97 eV
SMILES string   O.O.O.O.O.O.O.O.O
Relative energy (zero: lowest compared OMol25 entry of this formula, charge and spin)   148.7 kcal/mol